DFT (the ωB97M-V functional and the def2-TZVPD basis) results for a structure of composition C24H35N2O6PdSi2.

The gap between HOMO and LUMO (alpha / beta) is 6.4 / 6.7 eV. As for the total charge: +1. The calculation puts the energy above the lowest of the compared OMol25 structures with the same formula, charge and spin at 26.4 kcal per mole. The spin multiplicity is 5. As for the expectation value of S²: 6.0082. The calculation puts the calculated total energy at -59948.21319 eV. The calculation puts the HOMO energy (alpha / beta) at -9.012 / -11.770 eV.

Atoms and positions in Å:
1 Pd -0.22694 -0.93782 1.03112
2 O 0.81321 -5.17170 2.05536
3 C 1.47208 -4.05380 1.77639
4 O 1.35108 -3.02147 2.38427
5 C 2.48168 -4.27084 0.66374
6 O 2.69716 -3.03577 -0.00841
7 C 2.32646 -2.97316 -1.28408
8 C 0.41048 -2.80613 -1.46045
9 O 0.29908 -2.66826 -2.62832
10 O -0.07611 -2.95198 -0.37118
11 H 0.24769 -5.01266 2.83060
12 H 2.16642 -5.05894 -0.01933
13 H 3.42953 -4.55778 1.12941
14 H 2.39103 -3.88387 -1.87748
15 H 2.63115 -2.04834 -1.75709
16 C -1.32919 -1.97115 4.59084
17 Si -1.14493 -0.56244 3.36284
18 C -0.02944 0.79839 4.01918
19 C -2.82789 0.09261 2.78625
20 C -3.69584 0.40459 3.83274
21 C -4.97556 0.88846 3.61593
22 C -5.41395 1.06134 2.31280
23 C -4.55749 0.75381 1.26985
24 C -3.26392 0.27113 1.47102
25 Si -2.30976 -0.04307 -0.13787
26 C -2.06363 1.56949 -1.08121
27 C -3.17083 -1.33175 -1.19224
28 H -1.73659 -1.58778 5.53149
29 H -0.37007 -2.43353 4.81745
30 H -2.01608 -2.73301 4.22466
31 H -0.56515 1.25970 4.85690
32 H 0.15270 1.58544 3.28771
33 H 0.92145 0.42755 4.39205
34 H -3.37434 0.26929 4.86064
35 H -5.62055 1.12495 4.45055
36 H -6.41011 1.42996 2.11215
37 H -4.92111 0.89666 0.25610
38 H -3.05762 1.97494 -1.29915
39 H -1.54858 1.44349 -2.03284
40 H -1.53462 2.31784 -0.49062
41 H -4.10100 -0.90490 -1.58225
42 H -3.43624 -2.20408 -0.59405
43 H -2.58102 -1.66051 -2.04464
44 C 0.48128 3.95759 -4.03611
45 C 1.89241 3.40658 -4.14834
46 N 2.16913 2.38968 -3.13145
47 C 2.24970 1.00217 -3.55798
48 C 0.90755 0.41093 -3.96480
49 C 2.44983 2.82908 -1.88541
50 O 2.54121 4.00686 -1.58844
51 C 2.56390 1.81229 -0.77949
52 C 3.64098 1.83807 0.10035
53 C 3.64100 0.97726 1.18617
54 C 2.55213 0.14279 1.38371
55 N 1.50791 0.14277 0.55100
56 C 1.52086 0.94708 -0.51147
57 H 0.30944 4.71655 -4.79782
58 H 0.33206 4.42021 -3.06127
59 H -0.26097 3.17058 -4.16968
60 H 2.62510 4.20654 -4.03940
61 H 2.05768 2.93918 -5.12041
62 H 2.71095 0.41892 -2.75906
63 H 2.94588 0.95453 -4.40139
64 H 0.15736 0.53715 -3.18180
65 H 1.00132 -0.65507 -4.17552
66 H 0.52122 0.88297 -4.86778
67 H 4.44786 2.53994 -0.06145
68 H 4.46207 0.95697 1.88752
69 H 2.49845 -0.54776 2.21263
70 H 0.64105 0.91126 -1.14316

Force components x, y, z for each atom (eV/Å):
Pd -0.27 0.03 -0.05
O -0.08 -0.12 0.02
C 0.15 0.13 0.26
O -0.02 -0.01 -0.16
C 0.04 0.02 0.11
O 0.06 0.02 -0.08
C 0.43 -0.05 0.14
C -0.38 -0.19 -0.11
O -0.21 0.17 -0.23
O 0.11 0.10 0.22
H 0.06 -0.01 -0.09
H -0.06 0.04 0.00
H -0.10 -0.02 -0.04
H 0.03 0.00 0.05
H 0.02 0.02 0.00
C -0.08 0.28 -0.01
Si -0.01 -0.31 -0.05
C -0.30 0.08 0.01
C 0.46 -0.18 0.47
C -0.13 0.04 0.32
C 0.02 0.00 -0.11
C 0.05 -0.02 0.12
C -0.25 0.07 -0.32
C -0.06 0.12 -0.49
Si 0.20 -0.11 -0.02
C -0.20 -0.06 0.19
C -0.19 0.16 0.16
H -0.02 -0.01 0.01
H 0.08 0.01 -0.06
H -0.02 -0.02 -0.06
H 0.05 0.04 0.03
H 0.01 0.00 -0.05
H 0.08 -0.11 0.01
H 0.02 -0.01 0.02
H -0.01 0.00 0.03
H -0.03 0.02 -0.02
H -0.02 0.01 0.00
H 0.02 0.04 -0.03
H 0.01 -0.07 -0.03
H 0.03 0.00 0.03
H -0.02 -0.03 -0.01
H 0.03 -0.02 0.00
H 0.13 0.02 -0.06
C -0.02 0.05 0.00
C 0.07 0.00 -0.08
N 0.02 0.03 0.06
C 0.12 -0.11 -0.08
C -0.03 -0.08 -0.09
C -0.15 0.00 0.04
O 0.11 0.04 0.01
C 0.13 0.00 0.09
C -0.16 -0.01 0.00
C -0.09 -0.06 0.00
C 0.23 0.06 -0.03
N 0.26 -0.18 0.05
C -0.12 0.15 -0.13
H 0.00 0.02 -0.03
H 0.01 0.00 0.00
H -0.02 -0.03 0.00
H -0.04 0.01 0.03
H -0.04 0.01 0.01
H -0.07 0.03 -0.05
H -0.04 -0.04 0.01
H 0.04 -0.04 -0.01
H 0.03 0.03 0.02
H 0.01 0.08 0.00
H 0.02 0.01 -0.01
H 0.02 0.00 0.01
H 0.00 -0.05 0.07
H 0.05 0.02 0.02


DFT (the ωB97M-V functional and the def2-TZVPD basis) results for a structure of composition C24H35N4O6PdSi2 in a non-equilibrium geometry.

The gap between HOMO and LUMO is 4.9 eV. As for the total charge: -1. The calculation puts the energy above the lowest of the compared OMol25 structures with the same formula, charge and spin at 20.9 kcal per mole. The calculation puts the calculated total energy at -62939.44452 eV. The calculation puts the HOMO energy at -3.439 eV.

Atoms and positions in Å:
1 Pd -0.11530 -0.03704 -0.04887
2 C 0.03953 -1.34004 4.74263
3 Si 0.42765 -0.65835 3.00818
4 C 0.37042 1.23488 3.15068
5 C 2.06969 -1.46811 2.51977
6 N -0.65219 -1.00874 1.69908
7 C -1.81412 -1.70787 1.61112
8 C -2.40799 -2.38704 2.69171
9 C -3.60443 -3.06709 2.55286
10 C -4.26247 -3.05929 1.33007
11 C -3.70534 -2.38762 0.25546
12 C -2.46319 -1.73555 0.34586
13 N -1.82724 -1.13024 -0.71551
14 Si -2.48282 -1.20289 -2.30864
15 C -2.80123 -2.99072 -2.88881
16 C -4.07584 -0.17333 -2.46847
17 C -1.34823 -0.58339 -3.69121
18 H 0.82645 -1.03733 5.43868
19 H 0.00634 -2.43159 4.74175
20 H -0.90964 -0.96843 5.13394
21 H 1.17154 1.65900 3.76382
22 H -0.58247 1.54621 3.58336
23 H 0.44409 1.66246 2.15102
24 H 2.88715 -1.24478 3.21277
25 H 2.35658 -1.12396 1.52657
26 H 1.94239 -2.55209 2.48731
27 H -1.90640 -2.36259 3.64960
28 H -4.03122 -3.59684 3.39679
29 H -5.20952 -3.57390 1.21403
30 H -4.23712 -2.36441 -0.68640
31 H -3.45014 -3.56076 -2.22461
32 H -1.85161 -3.52746 -2.95518
33 H -3.25325 -2.99155 -3.88446
34 H -4.91112 -0.59957 -1.91020
35 H -4.38776 -0.07323 -3.51210
36 H -3.89461 0.82861 -2.07162
37 H -0.31191 -0.86658 -3.52522
38 H -1.40230 0.49890 -3.81044
39 H -1.67670 -1.03257 -4.63172
40 O -0.78763 2.24028 -1.26304
41 C 0.07741 2.07071 -2.08553
42 O 0.76988 0.94201 -2.10864
43 C 0.38867 3.07834 -3.18984
44 N 1.43150 2.56465 -4.10063
45 C 2.62518 3.39803 -3.87363
46 C 2.07508 4.78573 -3.55919
47 C 0.89616 4.43899 -2.64280
48 H -0.55558 3.22048 -3.71823
49 H 1.12331 2.65419 -5.05835
50 H 1.55231 1.08019 -2.66859
51 H 3.29366 3.35531 -4.73329
52 H 3.14459 3.01903 -2.99206
53 H 1.72327 5.27574 -4.47179
54 H 2.80694 5.43039 -3.07202
55 H 0.10964 5.19052 -2.66375
56 H 1.24424 4.32122 -1.61675
57 O 2.70257 2.45099 -0.91925
58 C 2.69610 1.77532 0.12552
59 O 1.92503 0.82429 0.44544
60 C 3.75788 2.09935 1.16109
61 C 4.80406 2.95993 0.84219
62 C 5.79063 3.24380 1.76378
63 C 5.73231 2.66394 3.02813
64 C 4.69423 1.79785 3.36066
65 C 3.71988 1.51640 2.42444
66 N 6.75203 2.96963 3.99803
67 O 7.65421 3.72295 3.67870
68 O 6.67471 2.46395 5.10223
69 H 4.82600 3.40487 -0.14319
70 H 6.60716 3.91072 1.52962
71 H 4.66993 1.36126 4.34841
72 H 2.91257 0.83771 2.65589

Force components x, y, z for each atom (eV/Å):
Pd -0.94 -1.63 0.06
C -0.16 -0.01 -0.30
Si -0.07 0.04 -0.17
C 0.43 -0.27 0.13
C -0.02 0.37 0.20
N 1.14 1.09 -0.56
C -1.03 -0.60 -0.18
C 0.51 0.29 -0.26
C -0.38 -0.13 -0.21
C -0.10 -0.19 0.40
C 0.45 0.36 -0.20
C -0.52 -0.48 0.83
N 1.63 1.18 -0.03
Si -0.13 -0.05 -0.43
C -0.09 0.13 0.26
C 0.15 -0.20 0.01
C -0.05 0.12 0.32
H 0.07 0.08 -0.09
H 0.01 0.00 0.02
H 0.00 0.00 -0.01
H -0.06 0.03 0.03
H -0.06 -0.14 0.01
H 0.00 0.07 0.05
H 0.00 -0.08 0.01
H 0.04 -0.06 0.03
H -0.13 0.00 0.06
H -0.07 -0.08 -0.02
H 0.01 0.04 0.02
H 0.00 0.02 -0.01
H -0.06 -0.04 0.07
H 0.03 -0.03 -0.03
H 0.04 0.04 0.01
H 0.00 0.07 -0.02
H 0.01 0.01 0.02
H 0.03 -0.03 -0.02
H 0.04 0.00 0.00
H 0.09 -0.01 -0.02
H 0.08 0.08 0.00
H -0.08 -0.03 0.05
O 0.06 0.02 -0.19
C -0.22 0.71 -0.19
O -0.47 -0.31 0.23
C 0.19 -0.09 0.03
N 0.04 -0.01 0.22
C 0.04 0.12 -0.03
C -0.03 -0.13 0.11
C -0.02 0.05 0.09
H 0.01 -0.10 -0.06
H -0.01 -0.06 -0.02
H 0.10 -0.14 -0.22
H -0.04 -0.01 -0.04
H 0.04 0.01 -0.12
H 0.04 0.01 -0.02
H -0.03 0.03 0.00
H -0.02 0.00 0.05
H -0.04 -0.02 -0.04
O -0.03 -0.07 0.20
C -0.30 -0.08 -0.25
O -0.46 0.01 0.20
C 0.30 -0.09 0.16
C -0.16 -0.01 -0.08
C 0.29 0.09 0.33
C -0.94 -0.25 -0.89
C 0.36 0.15 0.28
C -0.10 0.02 -0.18
N 0.62 0.16 0.61
O 0.03 0.11 -0.23
O -0.17 -0.15 0.08
H -0.02 -0.01 0.00
H 0.00 0.00 -0.02
H -0.01 -0.02 0.00
H 0.12 0.10 -0.05